{"formula": "C30H44As8F48N6O2", "method": "ωB97M-V with the def2-TZVPD basis set", "total_energy_ha": -24328.7466, "max_force_ev_per_a": 5.104, "de_lowest_kj_mol": 754.07, "charge": -2, "elements": ["C", "C", "O", "N", "H", "H", "C", "H", "H", "H", "H", "H", "H", "C", "C", "O", "N", "H", "H", "C", "H", "H", "H", "H", "H", "H", "C", "N", "C", "C", "C", "C", "C", "C", "C", "C", "N", "C", "C", "C", "H", "H", "H", "H", "H", "H", "H", "H", "H", "H", "H", "H", "H", "H", "C", "N", "C", "C", "C", "C", "C", "C", "C", "C", "N", "C", "C", "C", "H", "H", "H", "H", "H", "H", "H", "H", "H", "H", "H", "H", "H", "H", "As", "F", "F", "F", "F", "F", "F", "As", "F", "F", "F", "F", "F", "F", "As", "F", "F", "F", "F", "F", "F", "As", "F", "F", "F", "F", "F", "F", "As", "F", "F", "F", "F", "F", "F", "As", "F", "F", "F", "F", "F", "F", "As", "F", "F", "F", "F", "F", "F", "As", "F", "F", "F", "F", "F", "F"], "positions_angstrom": [[5.8987, 11.9573, 2.6993], [4.5401, 11.3511, 3.1243], [4.3441, 10.6789, 4.1432], [3.3706, 11.7461, 2.2110], [2.4969, 11.5358, 2.6721], [3.4263, 12.7459, 2.0790], [3.4381, 10.9511, 0.9227], [6.5703, 11.5367, 3.4477], [6.0816, 13.0148, 2.8897], [6.3045, 11.6146, 1.7475], [4.1568, 11.4544, 0.2759], [2.4063, 11.0273, 0.5797], [3.6684, 9.8975, 1.0803], [-9.1936, -5.9982, 13.4342], [-8.0274, -5.0563, 13.2264], [-7.6278, -4.6960, 12.1540], [-7.4156, -4.5143, 14.4716], [-7.2342, -3.5209, 14.4897], [-7.9590, -4.6938, 15.3038], [-6.0276, -5.1589, 14.8882], [-10.2123, -5.6222, 13.3389], [-9.1586, -6.5105, 14.3956], [-9.1374, -6.6097, 12.5336], [-6.1838, -6.2262, 15.0447], [-5.5588, -4.7184, 15.7681], [-5.3932, -4.9416, 14.0289], [7.7001, 6.4068, -7.9519], [8.0707, 5.1383, -8.5892], [7.5754, 4.7849, -9.7920], [7.7796, 3.4761, -10.2460], [8.4848, 2.5526, -9.4728], [9.0151, 3.0103, -8.2946], [8.8843, 4.3367, -7.9107], [8.5228, 1.1558, -9.9340], [7.3920, 0.3754, -10.1374], [7.5260, -0.9256, -10.7036], [8.7462, -1.3089, -11.1037], [9.8699, -0.6117, -10.8461], [9.7783, 0.6276, -10.2664], [8.9650, -2.5726, -11.8061], [6.8872, 6.8565, -8.5220], [8.4853, 7.1377, -8.1450], [7.3769, 6.3362, -6.9134], [6.9572, 5.5165, -10.2910], [7.2576, 3.1771, -11.1429], [9.6225, 2.2883, -7.7690], [9.2939, 4.7295, -6.9918], [6.4115, 0.7424, -9.8719], [6.6434, -1.5417, -10.7929], [10.8458, -1.0475, -11.0016], [10.6525, 1.2531, -10.1623], [9.5118, -2.3458, -12.7213], [8.0065, -3.0775, -11.9259], [9.7125, -3.1448, -11.2565], [-4.8892, -2.9122, 3.4696], [-3.8330, -2.3477, 2.6892], [-3.9820, -1.1163, 2.2248], [-2.9152, -0.4365, 1.5928], [-1.7391, -1.1197, 1.2728], [-1.6264, -2.4332, 1.8353], [-2.7091, -3.0662, 2.4284], [-0.5768, -0.6535, 0.4446], [0.0606, 0.5969, 0.5686], [1.2384, 0.9011, -0.1269], [1.7757, -0.0113, -1.0032], [1.0543, -1.1958, -1.2593], [-0.0725, -1.4447, -0.5712], [3.1120, 0.1732, -1.4903], [-5.4701, -2.1545, 3.9957], [-4.3269, -3.5762, 4.1261], [-5.5490, -3.4862, 2.8190], [-4.9309, -0.6443, 2.4330], [-3.0573, 0.5741, 1.2393], [-0.7171, -2.9860, 1.6508], [-2.5801, -4.0461, 2.8636], [-0.2804, 1.3176, 1.2971], [1.8078, 1.7826, 0.1286], [1.4614, -1.8749, -1.9938], [-0.5985, -2.3545, -0.8199], [3.4054, 1.2143, -1.6248], [3.1487, -0.2961, -2.4734], [3.8806, -0.0919, -0.7642], [0.9761, 5.4253, -6.7845], [-0.7705, 5.4185, -7.3345], [0.7868, 7.1955, -6.3900], [2.6915, 5.5458, -6.2681], [1.0180, 3.6406, -7.1307], [1.5428, 5.7681, -8.4483], [0.4352, 5.0262, -5.0784], [-12.9105, 1.8722, 4.1857], [-13.1180, 2.4249, 5.8685], [-12.1816, 0.3014, 4.6879], [-12.6743, 1.3480, 2.4670], [-13.5344, 3.4813, 3.6313], [-11.2885, 2.5802, 4.1316], [-14.5795, 1.2366, 4.1536], [4.8075, -6.0768, 1.4662], [3.7267, -6.1957, 0.0189], [3.5248, -6.9285, 2.4337], [5.8957, -6.0759, 2.8880], [5.9622, -5.2027, 0.4324], [4.1185, -4.4366, 1.9161], [5.5455, -7.6632, 0.9804], [-1.4577, -1.0708, 9.0330], [-1.2759, 0.6169, 9.5701], [-2.8919, -0.4934, 8.1151], [-1.8494, -2.8175, 8.4716], [0.0939, -1.6195, 9.8449], [-2.3727, -1.4756, 10.6148], [-0.5245, -0.7452, 7.5596], [-7.0122, -11.6562, 4.0824], [-6.7911, -10.8384, 2.5198], [-5.4243, -12.5329, 3.8383], [-7.3564, -12.5261, 5.6048], [-8.5426, -10.7706, 4.4590], [-7.9093, -12.9379, 3.1553], [-6.0349, -10.4088, 4.9222], [-2.1181, 7.2446, 4.5419], [-0.4690, 6.6460, 4.5905], [-1.5601, 8.9595, 4.8079], [-3.8033, 7.8850, 4.4695], [-2.6962, 5.5125, 4.4545], [-2.1748, 7.0632, 6.3202], [-2.0000, 7.5119, 2.7874], [-7.1076, -4.2519, -2.9445], [-6.3487, -2.7443, -2.4919], [-8.4265, -3.2240, -3.5751], [-7.8476, -5.7707, -3.3674], [-5.7432, -5.1649, -2.0416], [-7.9991, -4.3152, -1.3622], [-6.2753, -4.2629, -4.5540], [1.3561, -6.2446, -8.0642], [-0.3043, -6.7521, -8.5034], [1.9629, -6.9834, -9.5975], [2.9463, -5.6474, -7.6871], [0.6604, -5.2790, -6.6717], [1.5720, -7.7457, -7.1171], [1.1116, -4.7282, -8.9522]], "forces_ev_per_angstrom": [[0.2, -1.3, 1.3], [0.5, -1.0, 3.6], [0.3, 2.6, -4.4], [1.2, -1.5, 0.8], [-0.5, -0.2, 0.6], [-0.1, 0.4, -0.4], [-0.8, 0.8, -0.2], [0.0, -0.3, 0.0], [-0.9, 0.3, -0.5], [-0.5, 0.2, -0.2], [-0.2, -0.3, -0.1], [0.3, -0.2, -0.7], [0.1, 0.2, 0.4], [0.5, -0.2, -0.3], [-1.4, 0.5, -2.6], [0.0, -0.3, 2.2], [2.3, -0.6, 2.6], [-0.1, 0.6, -0.8], [-0.9, -0.1, 0.0], [-0.2, 0.1, -1.5], [0.2, 1.0, 0.1], [0.2, -0.4, -0.3], [0.1, -0.7, 0.4], [0.0, 0.2, -0.2], [-0.7, 0.4, 0.0], [0.1, -0.4, 0.1], [-0.4, 1.6, -1.2], [-0.1, 0.3, -0.1], [0.1, -1.2, 0.4], [-0.6, 1.0, 0.1], [-1.7, 1.0, -0.7], [1.4, -0.2, 0.2], [-0.3, -1.4, 0.4], [0.5, -0.7, -0.5], [0.3, -0.9, -0.3], [0.4, 2.4, 0.7], [0.1, -0.6, 0.4], [-0.3, 1.1, 0.9], [-0.3, 0.1, -0.2], [0.5, -0.5, -0.1], [-0.3, -0.4, 0.1], [0.4, -0.2, 0.6], [0.4, -0.4, -0.2], [0.0, -0.1, -0.1], [0.2, 0.0, -0.2], [0.0, 0.4, 0.7], [0.0, -0.1, 0.0], [-0.1, -0.1, 0.1], [0.2, -0.4, -0.4], [-0.2, -0.3, -0.6], [0.2, -0.2, 0.2], [-0.7, 0.0, -0.4], [0.4, -0.1, -0.2], [-0.5, -0.3, 0.4], [-0.5, -1.4, 0.6], [1.0, 0.4, -1.4], [1.4, 1.2, -0.3], [-0.2, -0.5, -0.8], [-0.2, -1.4, 1.4], [-0.7, 0.4, -1.4], [1.1, 1.4, 0.6], [0.1, 1.9, 0.0], [0.3, -0.1, 0.2], [-0.6, -1.9, -0.1], [-2.4, -0.5, 1.6], [2.2, 2.5, 0.0], [-1.3, -1.6, 0.2], [1.1, 0.7, -0.9], [0.4, -0.1, 0.0], [-0.9, -0.1, 0.5], [0.0, -0.1, 0.1], [0.0, 0.1, -0.1], [-0.3, 0.1, 0.1], [0.0, -0.2, 0.2], [-0.4, -0.1, -0.1], [0.0, 0.1, 0.0], [0.0, 0.0, -0.4], [0.1, 0.1, 0.0], [0.0, -0.2, 0.0], [-0.9, 0.3, -0.3], [0.6, -0.3, 0.3], [-0.3, -1.1, -0.1], [-2.4, -0.1, 0.6], [2.4, 0.1, 0.6], [0.4, -1.9, -0.6], [-1.1, -0.5, -0.3], [0.5, 2.1, 0.4], [-0.4, -0.2, 1.3], [1.0, 0.5, -2.1], [0.4, 0.4, -1.3], [0.1, -0.7, -1.1], [-1.0, 1.5, -0.1], [-0.5, 0.5, 1.6], [0.3, -1.5, 0.4], [-0.8, -0.5, 0.3], [1.4, 0.3, 0.2], [-0.9, -1.0, -0.3], [0.9, 0.4, 1.5], [1.6, 1.2, -1.0], [-1.0, 0.4, -1.3], [-0.4, -0.5, 0.9], [0.6, -1.8, -0.4], [-0.7, 1.7, 0.5], [-0.4, -1.1, 0.3], [0.2, -1.5, -0.1], [0.8, -0.9, 1.1], [0.7, 2.5, 0.8], [-2.0, 0.7, -0.9], [1.1, 0.7, -2.2], [-0.4, -0.4, 1.0], [0.2, -0.4, -0.4], [-0.2, -0.4, 1.4], [-1.9, 0.6, 0.3], [0.7, 0.4, -1.0], [1.5, -0.6, -0.8], [0.9, 1.2, 1.2], [-1.1, -0.9, -0.5], [-1.3, 0.0, 1.3], [-0.4, 0.4, -0.4], [-0.2, -1.4, -0.4], [1.7, -0.9, 0.1], [0.6, 2.2, -0.5], [-0.1, 0.4, -1.4], [0.0, -0.5, 1.1], [0.1, -0.5, 1.2], [0.3, -0.4, 0.0], [0.8, -1.2, 0.0], [0.2, 0.7, 0.0], [-1.5, 1.2, -1.6], [0.8, 0.2, -1.4], [-0.7, 0.1, 1.9], [-2.3, 0.7, -0.1], [1.5, 0.2, 0.4], [-0.3, 0.4, 1.5], [0.1, -0.6, 0.2], [1.0, -1.6, -1.0], [0.0, 1.6, -1.0], [0.2, -0.6, -0.2]]}